# 1
Formula: C22H34N4O2
Source: OMol25
Level of theory: wB97M-V/def2-TZVPD

Each line ends with the natural charge from an NBO analysis.
Element x y z (Å)
N 3.418 -1.241 -0.298  -0.8526
C 2.609 -1.486 0.796  0.7860
O 2.753 -0.914 1.853  -0.6486
N 1.624 -2.395 0.551  -0.6586
H 1.426 -2.671 -0.399  0.4021
C 0.632 -2.736 1.545  -0.1232
H 1.152 -3.004 2.473  0.2412
C -0.328 -1.591 1.914  0.6864
O -0.985 -1.636 2.935  -0.6481
N -0.436 -0.623 0.997  -0.6392
H 0.197 -0.559 0.209  0.4293
C -1.185 0.587 1.218  -0.2471
H -2.136 0.538 0.676  0.1861
H -1.416 0.642 2.281  0.2367
C -0.342 1.795 0.746  0.1939
N 0.186 1.404 -0.579  -0.4994
C -0.806 1.325 -1.641  -0.2255
H -1.733 0.903 -1.256  0.2049
C -0.293 0.432 -2.769  -0.3903
C 0.980 1.030 -3.353  -0.4033
C 1.981 1.243 -2.224  -0.3992
C 1.369 2.070 -1.092  -0.2180
H 2.117 2.152 -0.308  0.2129
H 1.138 3.084 -1.467  0.1585
H 2.872 1.753 -2.595  0.2019
H 2.284 0.277 -1.816  0.2133
H 0.748 1.989 -3.822  0.1922
H 1.400 0.374 -4.118  0.2036
H -1.063 0.339 -3.536  0.2049
H -0.089 -0.565 -2.372  0.1978
H -1.029 2.322 -2.060  0.1671
C -1.201 3.074 0.696  -0.4330
C -1.696 3.505 2.075  -0.3952
C -0.531 3.709 3.037  -0.3963
C 0.307 2.439 3.135  -0.3953
C 0.801 2.020 1.752  -0.4425
H 1.404 1.114 1.835  0.2496
H 1.439 2.830 1.395  0.1998
H -0.272 1.644 3.603  0.2028
H 1.176 2.618 3.770  0.2133
H -0.908 3.988 4.023  0.2080
H 0.095 4.529 2.675  0.1898
H -2.372 2.749 2.476  0.1964
H -2.262 4.434 1.976  0.2077
H -2.062 2.921 0.042  0.2064
H -0.593 3.876 0.269  0.2026
C -0.199 -3.937 1.054  -0.4409
C -0.888 -3.599 -0.238  0.0639
C -2.077 -2.878 -0.234  -0.2342
C -2.669 -2.491 -1.422  -0.1948
C -2.082 -2.819 -2.634  -0.2201
C -0.909 -3.551 -2.650  -0.2130
C -0.316 -3.938 -1.459  -0.2670
H 0.589 -4.531 -1.482  0.2068
H -0.453 -3.823 -3.591  0.2141
H -2.543 -2.513 -3.561  0.2154
H -3.593 -1.932 -1.405  0.2143
H -2.539 -2.625 0.708  0.2270
H -0.931 -4.170 1.828  0.2442
H 0.461 -4.797 0.922  0.2175
H 3.523 -1.959 -0.996  0.3834
H 4.256 -0.724 -0.086  0.4037

Summary:
SMILES = NC(=O)N[C@H](Cc1ccccc1)C(=O)NCC1(N2CCCCC2)CCCCC1
HOMO level = -0.310 Ha
energy above the lowest of the compared OMol25 structures with the same formula, charge and spin = 0.002 eV

=====

# 2
Formula: C22H34N4O2
Source: OMol25
Level of theory: wB97M-V/def2-TZVPD

Each line ends with the natural charge from an NBO analysis.
Element x y z (Å)
C 2.946 -3.257 3.656  -0.6141
H 3.350 -4.153 4.122  0.2079
H 2.397 -2.696 4.409  0.2093
H 3.777 -2.644 3.316  0.2076
C 2.026 -3.627 2.494  -0.2098
C 2.737 -4.533 1.481  -0.4041
C 3.787 -3.772 0.676  -0.4148
C 3.164 -2.526 0.052  -0.2208
N 2.547 -1.699 1.072  -0.4637
C 3.307 -0.699 1.586  0.8019
O 4.460 -0.489 1.254  -0.6527
N 2.724 0.097 2.578  -0.6740
C 1.474 0.713 2.557  0.2743
C 1.014 1.321 3.724  -0.2968
C -0.218 1.945 3.732  -0.1768
C -1.000 1.975 2.593  -0.2821
C -0.539 1.384 1.417  0.1916
C 0.702 0.761 1.400  -0.3350
H 1.073 0.326 0.489  0.2615
N -1.337 1.501 0.279  -0.6225
C -1.228 0.803 -0.906  0.8085
O -0.487 -0.151 -1.048  -0.6682
N -2.046 1.235 -1.911  -0.4640
C -2.176 0.391 -3.085  -0.2208
C -1.729 1.117 -4.348  -0.4043
C -2.522 2.410 -4.496  -0.4010
C -2.339 3.267 -3.246  -0.2196
C -3.076 4.597 -3.371  -0.6056
H -4.131 4.440 -3.578  0.2041
H -2.655 5.177 -4.189  0.2165
H -2.983 5.180 -2.457  0.2068
H -1.267 3.478 -3.146  0.2053
C -2.746 2.507 -1.963  -0.0173
C -4.257 2.302 -1.807  -0.6374
H -4.749 3.248 -1.603  0.2171
H -4.451 1.627 -0.976  0.2161
H -4.695 1.871 -2.702  0.2099
H -2.399 3.128 -1.130  0.2021
H -2.179 2.967 -5.370  0.2132
H -3.580 2.181 -4.645  0.1937
H -1.880 0.469 -5.212  0.2120
H -0.664 1.345 -4.274  0.2057
H -1.563 -0.494 -2.911  0.2540
H -3.223 0.082 -3.186  0.1799
H -2.171 2.050 0.421  0.3949
H -1.962 2.467 2.608  0.2010
H -0.576 2.414 4.637  0.2145
H 1.625 1.302 4.614  0.2094
H 3.426 0.595 3.110  0.4090
C 1.479 -2.352 1.813  -0.0387
C 0.269 -2.649 0.926  -0.6360
H -0.586 -2.886 1.556  0.2099
H 0.021 -1.786 0.316  0.2573
H 0.448 -3.493 0.268  0.1969
H 1.153 -1.667 2.600  0.2211
H 3.930 -1.926 -0.441  0.2419
H 2.398 -2.798 -0.677  0.1947
H 4.611 -3.467 1.323  0.2092
H 4.195 -4.412 -0.108  0.2104
H 3.204 -5.368 2.009  0.2079
H 2.000 -4.955 0.794  0.1991
H 1.168 -4.175 2.901  0.2041

Summary:
SMILES = C[C@@H]1CCCN(C(=O)Nc2cccc(NC(=O)N3CCC[C@@H](C)[C@@H]3C)c2)[C@@H]1C
HOMO level = -0.296 Ha
energy above the lowest of the compared OMol25 structures with the same formula, charge and spin = 0.000 eV

=====

# 3
Formula: C22H34N7P2SSeTl
Source: OMol25
Level of theory: wB97M-V/def2-TZVPD

Each line ends with the natural charge from an NBO analysis.
Element x y z (Å)
Tl -2.346 -1.078 -1.402  0.8066
C -3.233 -6.890 -2.079  -0.6777
C -3.408 -5.970 -0.937  0.3505
N -3.895 -6.354 0.237  -0.2134
N -3.935 -5.233 0.996  -0.3508
C -3.495 -4.136 0.339  0.2279
S -3.495 -2.599 0.971  -0.3157
N -3.137 -4.611 -0.892  -0.2399
N -2.626 -3.851 -1.982  -0.6762
H -3.594 -7.888 -1.776  0.2850
H -2.188 -6.999 -2.347  0.2428
H -3.827 -6.576 -2.937  0.2436
H -4.307 -5.256 1.940  0.4498
H -1.660 -4.143 -2.131  0.3900
H -3.188 -3.968 -2.844  0.4061
C 1.371 -1.030 -1.916  -0.9445
P 0.559 0.528 -1.357  0.7124
C 1.677 0.986 0.036  -0.0911
N 2.946 0.948 -0.276  -0.3710
C 3.882 1.422 0.604  0.1150
C 5.254 1.365 0.263  -0.1907
C 6.188 1.714 1.219  -0.1492
C 5.763 2.192 2.501  -0.1651
C 4.437 2.303 2.835  -0.2144
C 3.456 1.895 1.893  0.1926
N 2.135 1.839 2.236  -0.3585
C 1.296 1.309 1.358  -0.2015
P -0.326 0.860 2.028  1.7783
C -0.037 0.596 3.799  -0.9839
C -1.768 1.992 1.876  -0.3491
C -3.043 1.216 2.361  -0.6197
C -1.929 2.403 0.371  -0.6282
C -1.619 3.278 2.759  -0.6167
C 0.819 1.783 -2.753  -0.2687
C -0.238 1.594 -3.893  -0.6201
C 0.598 3.226 -2.211  -0.6196
C 2.238 1.620 -3.354  -0.6376
H 1.099 -1.266 -2.949  0.2472
H 1.057 -1.889 -1.295  0.2298
H 2.442 -0.894 -1.860  0.2610
H 5.543 1.063 -0.755  0.2470
H 7.257 1.657 0.993  0.2463
H 6.552 2.485 3.221  0.2472
H 4.120 2.659 3.830  0.2470
H 0.415 1.461 4.263  0.2971
H 0.657 -0.248 3.940  0.2737
H -0.961 0.309 4.325  0.2755
H -3.207 0.253 1.819  0.2218
H -3.927 1.848 2.174  0.2502
H -3.037 1.007 3.428  0.2292
H -1.790 1.570 -0.338  0.2119
H -1.243 3.232 0.119  0.2338
H -2.940 2.789 0.169  0.2433
H -1.610 3.024 3.837  0.2288
H -2.504 3.923 2.566  0.2513
H -0.715 3.842 2.516  0.2309
H -1.258 1.816 -3.580  0.2113
H -0.232 0.593 -4.375  0.2124
H 0.005 2.324 -4.669  0.2396
H -0.430 3.356 -1.876  0.2082
H 0.788 3.919 -3.028  0.2368
H 1.292 3.472 -1.389  0.2119
H 2.302 0.700 -3.983  0.2161
H 3.022 1.567 -2.585  0.2319
H 2.446 2.487 -3.973  0.2288
Se 0.388 -3.311 1.257  0.3139
C -0.109 -1.656 1.331  0.2109
N -0.747 -0.578 1.331  -0.8921

Summary:
HOMO level = -0.491 Ha
energy above the lowest of the compared OMol25 structures with the same formula, charge and spin = 0.000 eV
total charge = +2

=====

Question: Which value of HOMO level does entry 3 give?
Answer: -0.491 Ha

=====

Repeat the second record exactly.
Formula: C22H34N4O2
Source: OMol25
Level of theory: wB97M-V/def2-TZVPD

Each line ends with the natural charge from an NBO analysis.
Element x y z (Å)
C 2.946 -3.257 3.656  -0.6141
H 3.350 -4.153 4.122  0.2079
H 2.397 -2.696 4.409  0.2093
H 3.777 -2.644 3.316  0.2076
C 2.026 -3.627 2.494  -0.2098
C 2.737 -4.533 1.481  -0.4041
C 3.787 -3.772 0.676  -0.4148
C 3.164 -2.526 0.052  -0.2208
N 2.547 -1.699 1.072  -0.4637
C 3.307 -0.699 1.586  0.8019
O 4.460 -0.489 1.254  -0.6527
N 2.724 0.097 2.578  -0.6740
C 1.474 0.713 2.557  0.2743
C 1.014 1.321 3.724  -0.2968
C -0.218 1.945 3.732  -0.1768
C -1.000 1.975 2.593  -0.2821
C -0.539 1.384 1.417  0.1916
C 0.702 0.761 1.400  -0.3350
H 1.073 0.326 0.489  0.2615
N -1.337 1.501 0.279  -0.6225
C -1.228 0.803 -0.906  0.8085
O -0.487 -0.151 -1.048  -0.6682
N -2.046 1.235 -1.911  -0.4640
C -2.176 0.391 -3.085  -0.2208
C -1.729 1.117 -4.348  -0.4043
C -2.522 2.410 -4.496  -0.4010
C -2.339 3.267 -3.246  -0.2196
C -3.076 4.597 -3.371  -0.6056
H -4.131 4.440 -3.578  0.2041
H -2.655 5.177 -4.189  0.2165
H -2.983 5.180 -2.457  0.2068
H -1.267 3.478 -3.146  0.2053
C -2.746 2.507 -1.963  -0.0173
C -4.257 2.302 -1.807  -0.6374
H -4.749 3.248 -1.603  0.2171
H -4.451 1.627 -0.976  0.2161
H -4.695 1.871 -2.702  0.2099
H -2.399 3.128 -1.130  0.2021
H -2.179 2.967 -5.370  0.2132
H -3.580 2.181 -4.645  0.1937
H -1.880 0.469 -5.212  0.2120
H -0.664 1.345 -4.274  0.2057
H -1.563 -0.494 -2.911  0.2540
H -3.223 0.082 -3.186  0.1799
H -2.171 2.050 0.421  0.3949
H -1.962 2.467 2.608  0.2010
H -0.576 2.414 4.637  0.2145
H 1.625 1.302 4.614  0.2094
H 3.426 0.595 3.110  0.4090
C 1.479 -2.352 1.813  -0.0387
C 0.269 -2.649 0.926  -0.6360
H -0.586 -2.886 1.556  0.2099
H 0.021 -1.786 0.316  0.2573
H 0.448 -3.493 0.268  0.1969
H 1.153 -1.667 2.600  0.2211
H 3.930 -1.926 -0.441  0.2419
H 2.398 -2.798 -0.677  0.1947
H 4.611 -3.467 1.323  0.2092
H 4.195 -4.412 -0.108  0.2104
H 3.204 -5.368 2.009  0.2079
H 2.000 -4.955 0.794  0.1991
H 1.168 -4.175 2.901  0.2041

Summary:
SMILES = C[C@@H]1CCCN(C(=O)Nc2cccc(NC(=O)N3CCC[C@@H](C)[C@@H]3C)c2)[C@@H]1C
HOMO level = -0.296 Ha
energy above the lowest of the compared OMol25 structures with the same formula, charge and spin = 0.000 eV

=====

Question: Look up the energy above the lowest of the compared OMol25 structures with the same formula, charge and spin of the third one.
Answer: 0.000 eV